*A*
Here is C51H61Ge2MnN3 as an isolated structure from the OMol25 dataset. Energies are from ωB97M-V/def2-TZVPD.

Its multiplicity is 6. Its frontier orbital gap (alpha / beta) is 6.16 / 7.56 eV. For the HOMO energy (alpha / beta), the calculation gives -0.24593 / -0.29818 Ha.

Last column: Mulliken charge in e.
Positions of all 118 atoms, in Å:
Mn: 0.09039 1.18444 0.67218  -1.080
C: 4.00350 2.01748 0.50291  -1.544
C: 3.92671 0.74559 1.29732  1.013
C: 5.00621 -0.13125 1.28119  -0.549
C: 5.05196 -1.22002 2.13338  -1.138
C: 4.04639 -1.39200 3.07056  -0.909
C: 2.94759 -0.54041 3.10772  1.625
C: 1.98860 -0.64142 4.26415  -1.973
C: 2.84107 0.46852 2.13796  -1.177
N: 1.64858 1.25803 2.05590  1.524
C: 1.52746 2.27440 2.93008  0.973
C: 2.59808 2.61909 3.92475  -2.581
C: 0.35324 3.06125 2.87976  0.982
C: 0.17773 4.19238 3.85260  -2.155
N: -0.53748 2.76147 1.93725  1.721
C: -1.72235 3.55612 1.82476  -0.973
C: -2.76147 3.44333 2.75393  1.383
C: -2.65680 2.62148 4.01276  -1.629
C: -3.92168 4.18715 2.55138  -0.854
C: -4.04325 5.04378 1.47389  -1.058
C: -2.97998 5.19189 0.59762  -0.980
C: -1.81053 4.46541 0.76420  0.964
C: -0.65048 4.67997 -0.16213  -0.906
H: 4.82329 2.63306 0.88269  0.572
H: 3.08483 2.58990 0.58681  -0.228
H: 4.19926 1.82467 -0.55205  0.397
H: 5.82451 0.05900 0.59572  0.394
H: 5.89115 -1.90308 2.10147  0.437
H: 4.11657 -2.18854 3.80280  0.483
H: 2.42718 -0.15754 5.14144  0.419
H: 1.79711 -1.68091 4.52888  0.572
H: 1.03874 -0.15191 4.06154  -0.065
H: 3.47734 1.99223 3.80440  0.472
H: 2.23309 2.50152 4.94838  0.349
H: 2.90753 3.66067 3.81600  0.499
H: 1.01069 4.89480 3.78211  0.546
H: 0.15465 3.82711 4.88233  0.352
H: -0.74266 4.73778 3.66302  0.325
H: -3.41317 1.83657 4.03263  0.385
H: -2.82480 3.25771 4.88457  0.478
H: -1.68323 2.15190 4.12559  -0.073
H: -4.73173 4.09610 3.26644  0.469
H: -4.95448 5.60872 1.32592  0.389
H: -3.05771 5.87454 -0.23994  0.428
H: -0.96373 5.21564 -1.05745  0.417
H: -0.20993 3.73822 -0.48258  -0.235
H: 0.13741 5.26143 0.32705  0.356
C: -3.30569 -1.19070 2.78712  -1.559
C: -2.31850 -0.31768 2.01995  -0.162
Ge: -1.25339 -1.41070 0.73680  0.455
C: 0.15967 -2.29246 1.83545  0.541
C: 0.06248 -3.81371 1.90896  -1.713
C: -2.43934 -2.95350 0.36460  -0.751
C: -2.57689 -3.21020 -0.94352  0.047
Ge: -1.56031 -1.75817 -1.78152  0.477
C: 0.04731 -2.44637 -2.66136  0.799
C: -0.22467 -2.97706 -4.07088  -1.491
C: -2.58597 -0.46817 -2.83541  0.235
C: -3.69994 -1.05676 -3.70007  -1.596
C: -3.26545 -4.39161 -1.52284  0.094
C: -3.74933 -5.41855 -0.70576  -0.595
C: -4.37941 -6.52587 -1.24514  -0.758
C: -4.53815 -6.64177 -2.62113  -0.465
C: -4.05248 -5.64121 -3.44623  -1.219
C: -3.42031 -4.53304 -2.89825  0.503
H: -3.83047 -0.60535 3.54669  0.413
H: -2.80655 -2.01702 3.29972  0.252
H: -4.05511 -1.61954 2.12240  0.334
H: -1.62032 0.15206 2.71622  -0.162
H: -2.82912 0.49277 1.49574  0.312
H: 0.04517 -1.85769 2.82574  0.280
H: 1.15806 -2.01719 1.49230  -0.279
H: -0.84226 -4.13917 2.42421  0.359
H: 0.91621 -4.22728 2.45319  0.441
H: 0.04997 -4.27073 0.91777  0.319
H: -2.86318 -3.59390 1.13891  0.490
H: 0.45029 -3.23147 -2.01675  0.613
H: 0.79750 -1.65740 -2.70059  -0.551
H: -0.87999 -3.84893 -4.05917  0.398
H: 0.70665 -3.27614 -4.55710  0.425
H: -0.68994 -2.21611 -4.70251  0.256
H: -1.88067 0.09766 -3.44764  -0.004
H: -3.00095 0.24711 -2.12772  0.444
H: -3.31652 -1.66243 -4.52353  0.325
H: -4.28704 -0.24817 -4.14038  0.409
H: -4.38371 -1.67668 -3.11889  0.376
H: -3.62691 -5.35191 0.36722  0.325
H: -4.74448 -7.30694 -0.59016  0.390
H: -5.03021 -7.50844 -3.04322  0.388
H: -4.16219 -5.71938 -4.52047  0.403
H: -3.04068 -3.76520 -3.55781  0.468
N: -2.25276 2.01008 -1.27827  -1.157
C: -1.35491 1.69170 -0.62423  0.917
C: 5.07277 -1.93209 -3.29876  -0.700
C: 4.66178 -0.63292 -3.56115  -1.009
C: 3.66121 -0.04116 -2.80402  0.057
C: 3.05227 -0.74477 -1.76265  1.003
C: 3.48978 -2.04518 -1.49959  -0.326
C: 4.48212 -2.63909 -2.26015  -0.935
C: 2.00290 -0.19676 -0.87528  0.276
C: 1.27416 0.91851 -0.97071  1.752
C: 1.24754 1.82443 -2.13661  -0.447
C: 0.70834 1.35345 -3.33506  0.789
C: 0.66340 2.15518 -4.46126  -0.975
C: 1.15959 3.45209 -4.41299  -0.859
C: 1.68748 3.93661 -3.22631  -0.930
C: 1.72354 3.13311 -2.09461  0.120
H: 5.85259 -2.38785 -3.89524  0.389
H: 5.12325 -0.07079 -4.36325  0.463
H: 3.35910 0.97178 -3.02925  0.487
H: 3.04152 -2.59128 -0.67644  0.554
H: 4.79843 -3.65073 -2.03976  0.458
H: 1.84960 -0.83408 -0.00497  -0.893
H: 0.33240 0.33807 -3.37478  0.262
H: 0.23679 1.76932 -5.37845  0.482
H: 1.12837 4.08141 -5.29289  0.380
H: 2.07304 4.94725 -3.17605  0.451
H: 2.12703 3.53242 -1.17412  0.306

*B*
Here is C51H61Ge2MnN3 as an isolated structure from the OMol25 dataset. Energies are from ωB97M-V/def2-TZVPD.

Its multiplicity is 6. Its frontier orbital gap (alpha / beta) is 6.59 / 7.17 eV. For the HOMO energy (alpha / beta), the calculation gives -0.24455 / -0.27913 Ha.

Last column: Mulliken charge in e.
Positions of all 118 atoms, in Å:
Mn: 0.41665 0.89898 -0.79969  1.622
C: 1.45115 -1.44048 2.57063  0.282
C: 1.75138 -0.00687 2.90127  1.092
C: 1.80297 0.37072 4.24000  -0.544
C: 2.17811 1.64978 4.60744  -1.125
C: 2.53655 2.56478 3.63079  -0.645
C: 2.48224 2.23114 2.28549  1.871
C: 2.95820 3.21856 1.25704  -1.804
C: 2.04671 0.94588 1.92124  -2.464
N: 1.98182 0.62888 0.53060  1.713
C: 3.16123 0.43099 -0.09074  0.760
C: 4.42077 0.13648 0.67027  -2.379
C: 3.20743 0.51897 -1.50375  0.993
C: 4.53048 0.37154 -2.19956  -2.257
N: 2.06397 0.76807 -2.14608  1.974
C: 2.09861 1.07579 -3.54053  -1.490
C: 2.11509 2.42847 -3.90213  1.033
C: 2.21067 3.50183 -2.85892  -0.977
C: 2.10374 2.75888 -5.24969  -0.995
C: 2.11794 1.77633 -6.22449  -1.073
C: 2.17199 0.44521 -5.85307  -0.634
C: 2.16746 0.07065 -4.51282  0.678
C: 2.32178 -1.38214 -4.15739  -0.907
H: 0.47240 -1.73164 2.95777  -0.824
H: 2.18812 -2.09750 3.03766  0.742
H: 1.46719 -1.62535 1.50106  -0.707
H: 1.55600 -0.36301 4.99658  0.489
H: 2.21310 1.92754 5.65197  0.404
H: 2.85849 3.55901 3.91252  0.419
H: 2.86411 4.23726 1.62972  0.571
H: 2.40927 3.13688 0.32034  -0.064
H: 4.01112 3.05394 1.01958  0.266
H: 4.22966 0.02457 1.73536  0.414
H: 5.16390 0.92762 0.54493  0.450
H: 4.87997 -0.78427 0.30548  0.490
H: 4.91742 -0.64524 -2.09417  0.390
H: 5.27817 1.03992 -1.76909  0.565
H: 4.44589 0.59148 -3.26042  0.378
H: 1.40209 3.42674 -2.12870  -0.033
H: 2.15132 4.48629 -3.31760  0.541
H: 3.15376 3.43842 -2.31124  0.211
H: 2.09887 3.80236 -5.53461  0.433
H: 2.11746 2.05058 -7.27035  0.394
H: 2.23825 -0.32563 -6.61001  0.452
H: 2.86918 -1.90102 -4.94443  0.614
H: 1.36957 -1.90053 -4.03059  0.071
H: 2.86621 -1.51291 -3.22584  -0.132
C: -3.80318 3.10950 1.24729  -1.346
C: -3.05531 2.25492 0.22681  -0.148
Ge: -1.14071 2.08768 0.69539  1.434
C: -0.56545 3.92544 1.13627  -0.788
C: -0.69885 4.30743 2.60841  -1.335
C: -1.18965 1.01375 2.33208  -0.950
C: -1.55214 -0.25214 2.58513  -0.175
Ge: -1.79987 -1.65441 1.19387  2.071
C: -3.72084 -1.98902 0.89256  -0.461
C: -4.52118 -2.66359 1.99811  -1.383
C: -0.87357 -3.39425 1.41624  -0.522
C: -0.79540 -4.23821 2.68279  -1.612
C: -1.76914 -0.67808 4.01916  1.211
C: -1.49455 0.13843 5.12801  -0.347
C: -1.69917 -0.30406 6.42035  -1.096
C: -2.20551 -1.57552 6.66409  -0.674
C: -2.50970 -2.38575 5.58836  -1.599
C: -2.29245 -1.93272 4.29461  0.183
H: -4.86660 3.16930 1.00829  0.442
H: -3.42610 4.13103 1.27791  0.308
H: -3.72116 2.69802 2.25488  0.243
H: -3.14279 2.66675 -0.77773  0.525
H: -3.50729 1.26282 0.21439  -0.028
H: -1.20463 4.56511 0.52257  0.683
H: 0.44791 4.09878 0.78580  0.486
H: -1.72666 4.20715 2.95665  0.276
H: -0.40060 5.34394 2.77744  0.419
H: -0.07505 3.68295 3.24402  0.128
H: -1.02513 1.64036 3.19675  -0.029
H: -3.75678 -2.59531 -0.01643  0.309
H: -4.18096 -1.03265 0.63695  0.257
H: -4.08982 -3.62565 2.27725  0.274
H: -5.54546 -2.85269 1.67577  0.442
H: -4.57069 -2.05264 2.89733  0.315
H: 0.14241 -3.22906 1.05600  0.192
H: -1.35117 -3.99058 0.62947  0.583
H: -0.32647 -3.71224 3.51338  0.247
H: -0.19875 -5.13157 2.48548  0.403
H: -1.77379 -4.58213 3.02133  0.368
H: -1.11188 1.13801 5.00207  0.460
H: -1.46614 0.35267 7.24729  0.439
H: -2.36878 -1.91563 7.67670  0.408
H: -2.91917 -3.37381 5.74547  0.439
H: -2.56778 -2.58269 3.47857  0.209
N: -1.31871 2.71471 -2.74514  -0.945
C: -0.70083 2.06256 -2.01980  -0.210
C: -2.79418 -0.50228 -5.67738  -0.721
C: -3.85676 -0.55022 -4.78955  -1.029
C: -3.61255 -0.58706 -3.42531  -0.605
C: -2.30693 -0.60839 -2.94274  -0.954
C: -1.24942 -0.55217 -3.84111  1.942
C: -1.48947 -0.49158 -5.20025  -1.046
C: -2.12246 -0.62480 -1.48247  1.431
C: -1.20403 -1.26045 -0.71721  -1.155
C: -0.27474 -2.26294 -1.32417  0.937
C: 1.08114 -2.28487 -1.01834  0.620
C: 1.90628 -3.29491 -1.49054  -0.674
C: 1.38896 -4.29588 -2.29566  -1.007
C: 0.03954 -4.27446 -2.62715  -1.019
C: -0.78186 -3.27191 -2.14330  -0.428
H: -2.98160 -0.44877 -6.74177  0.417
H: -4.87399 -0.53490 -5.15680  0.413
H: -4.43859 -0.58680 -2.72555  0.463
H: -0.23951 -0.49474 -3.46707  -0.558
H: -0.65932 -0.40627 -5.88613  0.491
H: -2.88967 -0.05155 -0.97524  -0.263
H: 1.50759 -1.52076 -0.37432  -0.340
H: 2.95634 -3.29345 -1.22881  0.476
H: 2.02798 -5.08584 -2.66292  0.407
H: -0.37685 -5.04802 -3.25669  0.441
H: -1.83487 -3.27188 -2.39367  0.394

Which of them is most stable? Easy: *B*.

*A*
Here is a 2-piece molecular cluster, C5H5Cl2P overall from the OMol25 dataset. Energies are from ωB97M-V/def2-TZVPD.

Its frontier orbital gap (alpha / beta) is 7.95 / 7.44 eV. For the HOMO energy (alpha / beta), the calculation gives -0.31129 / -0.32580 Ha.

Last column: natural (NBO) charge in e.
Positions of all 13 atoms, in Å:
C: -2.25542 0.78244 0.50529  -0.325
C: -1.94602 -0.23971 -0.25820  -0.172
C: 0.01533 0.64034 0.54099  -0.335
C: -1.02244 1.27841 1.04035  0.148
C: -0.46929 -0.47395 -0.35158  -0.492
P: 3.36485 -0.30684 0.44051  0.572
Cl: 4.42187 0.89997 -0.78616  -0.277
Cl: 3.19080 -1.92976 -0.76444  -0.284
H: -3.24521 1.14888 0.88238  0.229
H: -2.70321 -0.76488 -0.82569  0.212
H: 1.08720 0.84567 0.64616  0.211
H: -0.35842 -1.38020 0.33003  0.261
H: -0.08004 -0.50038 -1.39965  0.253

*B*
Here is a 2-piece molecular cluster, C5H5Cl2P overall from the OMol25 dataset. Energies are from ωB97M-V/def2-TZVPD.

Its frontier orbital gap (alpha / beta) is 7.75 / 8.10 eV. For the HOMO energy (alpha / beta), the calculation gives -0.29733 / -0.32937 Ha.

Last column: natural (NBO) charge in e.
Positions of all 13 atoms, in Å:
C: 1.03499 -0.00069 -0.94016  -0.321
C: -0.22976 -0.16243 -0.78006  -0.181
C: 0.79775 0.12626 1.32160  -0.324
C: 1.65350 0.16829 0.32775  0.080
C: -0.54914 -0.06885 0.69274  -0.462
P: 4.27767 -0.43337 1.73925  0.607
Cl: 3.81123 -2.27879 2.17072  -0.258
Cl: 3.82906 0.47654 3.47691  -0.289
H: 1.37707 0.11002 -2.01716  0.229
H: -0.76565 -0.47784 -1.57241  0.209
H: 0.95504 0.29126 2.37102  0.228
H: -1.32752 0.52230 1.06220  0.243
H: -0.91082 -1.18095 1.01794  0.238

Which of them is most stable? Easy: *A*.

*A*
Here is a 4-piece molecular cluster, C2H12N2O3 overall from the OMol25 dataset. Energies are from ωB97M-V/def2-TZVPD.

As for the structure (SMILES): C/N=C\N.O.O.O. Its frontier orbital gap is 9.28 eV. For the HOMO energy, the calculation gives -0.32450 Ha.

Last column: natural (NBO) charge in e.
Positions of all 19 atoms, in Å:
C: -0.90368 -1.37661 0.91532  -0.451
N: -2.15762 0.76063 -0.42810  -0.843
C: -2.61439 -0.53520 -0.39725  0.289
N: -1.97544 -1.55676 -0.01634  -0.494
H: -0.37149 -2.28022 1.20615  0.195
H: -1.14730 -0.87393 1.85390  0.187
H: -0.07822 -0.79993 0.45305  0.166
H: -1.50908 1.06333 0.27722  0.390
H: -2.72197 1.48103 -0.83653  0.394
H: -3.63218 -0.66763 -0.76113  0.166
H: 2.12977 -2.34081 1.43271  0.468
H: 3.27033 -2.72564 0.46589  0.472
O: 3.02603 -2.11953 1.16940  -0.939
H: 1.49416 3.45848 -1.48217  0.481
H: 1.56493 3.90162 0.05946  0.481
O: 1.05417 3.47332 -0.62752  -0.962
H: 2.21006 0.74495 -1.24391  0.467
H: 0.79080 0.36554 -0.79671  0.469
O: 1.57111 0.02737 -1.24346  -0.937

*B*
Here is C2H12N2O3 as an isolated structure from the OMol25 dataset. Energies are from ωB97M-V/def2-TZVPD.

Its frontier orbital gap is 3.98 eV. For the HOMO energy, the calculation gives -0.30445 Ha.

Last column: natural (NBO) charge in e.
Positions of all 19 atoms, in Å:
C: 2.01132 0.16566 -2.58400  -0.545
N: 1.93253 0.31137 -1.19091  0.022
C: 0.65208 0.48084 -0.78975  -0.167
N: 0.21314 -0.83751 -0.42233  -0.585
H: 2.95660 -0.32096 -2.83488  0.234
H: 1.19641 -0.46415 -2.98934  0.252
H: 1.99842 1.09839 -3.18844  0.297
H: 0.05326 0.85877 -1.55987  0.177
H: 0.64685 1.17748 0.06476  0.325
H: 0.94914 -1.50139 -0.61727  0.374
H: -2.63806 0.16710 3.67417  0.455
H: -1.25887 -0.19662 2.75671  0.493
O: -2.23240 0.43287 2.86320  -1.122
H: -2.13572 0.14627 -0.23639  0.452
H: -2.03994 0.72849 1.12133  0.523
O: -1.96286 0.98067 0.18474  -0.969
H: -0.05774 -0.88794 0.61815  0.479
H: 0.00535 -1.50335 2.85345  0.452
O: -0.28952 -0.83599 2.27668  -1.147

Which of them is most stable? Easy: *A*.